[1]
A molecular structure, C33H44AsClN2O3OsSi3. Source: OMol25; level of theory: ωB97M-V with the def2-TZVPD basis set.

Cartesian coordinates (Å):
Os 0.421 0.125 -0.704
Cl 5.259 -5.291 -0.381
C 4.111 -4.029 -0.140
C 3.909 -3.508 1.142
C 2.993 -2.501 1.344
C 2.242 -1.967 0.285
O 1.387 -0.999 0.603
C 2.449 -2.495 -1.016
C 1.792 -2.055 -2.212
N 0.961 -1.069 -2.302
C 0.387 -0.651 -3.538
C 0.417 -1.340 -4.722
C -0.150 -0.783 -5.886
C -0.731 0.453 -5.862
C -0.798 1.179 -4.650
C -1.378 2.465 -4.545
C -1.406 3.106 -3.337
C -0.891 2.450 -2.211
N -0.357 1.245 -2.268
C -0.261 0.608 -3.484
C 3.389 -3.533 -1.195
H 4.475 -3.907 1.972
H 2.825 -2.101 2.335
H 2.055 -2.598 -3.116
H 0.869 -2.320 -4.789
H -0.110 -1.347 -6.807
H -1.152 0.887 -6.759
H -1.788 2.934 -5.431
H -1.830 4.093 -3.226
H -0.913 2.905 -1.232
H 3.544 -3.943 -2.185
C 4.950 0.375 -1.247
C 3.652 0.900 -0.708
O 2.657 0.905 -1.425
C 3.597 1.428 0.677
C 4.734 1.470 1.449
C 4.752 2.082 2.716
C 3.611 2.717 3.216
C 2.458 2.705 2.484
C 2.370 2.009 1.216
O 1.246 1.926 0.672
H 4.802 0.073 -2.280
H 5.278 -0.487 -0.661
H 5.737 1.128 -1.200
H 5.657 1.046 1.081
H 5.669 2.081 3.289
H 3.647 3.213 4.176
H 1.547 3.172 2.835
C -4.412 1.621 2.259
Si -2.795 2.164 1.502
C -1.683 3.022 2.734
C -3.171 3.309 0.063
As -1.588 0.187 0.836
Si -3.059 -1.271 -0.375
C -3.725 -0.309 -1.837
C -2.028 -2.711 -0.987
C -4.443 -1.869 0.725
Si -1.021 -0.959 2.871
C -0.727 -2.762 2.469
C 0.497 -0.110 3.560
C -2.418 -0.824 4.107
H -4.934 2.526 2.586
H -4.296 0.976 3.128
H -5.060 1.119 1.540
H -2.123 3.981 3.020
H -0.701 3.212 2.296
H -1.553 2.433 3.644
H -4.036 3.911 0.354
H -3.436 2.794 -0.861
H -2.357 4.007 -0.138
H -2.949 -0.109 -2.580
H -4.192 0.637 -1.559
H -4.491 -0.918 -2.325
H -1.083 -2.402 -1.438
H -2.599 -3.243 -1.753
H -1.800 -3.421 -0.191
H -5.197 -1.101 0.891
H -4.097 -2.227 1.695
H -4.936 -2.708 0.225
H -0.135 -2.923 1.568
H -1.675 -3.294 2.365
H -0.195 -3.219 3.308
H 1.334 -0.168 2.865
H 0.784 -0.599 4.495
H 0.297 0.939 3.788
H -3.393 -1.112 3.712
H -2.500 0.177 4.535
H -2.188 -1.508 4.929

Calculated values
HOMO (alpha / beta), Eh: -0.470 / -0.490
LUMO energy (alpha / beta), eV: -6.115 / -7.925
Electronic energy, hartree: -5273.8579
Total charge: +2
Spin multiplicity: 5

=====

[2]
A molecular structure, C33H44BrF10GaN3O11S3. Source: OMol25; level of theory: ωB97M-V with the def2-TZVPD basis set.

Cartesian coordinates (Å):
O -3.116 0.243 2.664
C -2.031 0.011 3.047
Br -1.814 0.046 5.016
C -0.877 -0.338 2.167
Ga 0.910 -0.716 3.076
C 0.883 -2.294 4.368
C 0.192 -3.587 3.826
C -1.207 -3.726 4.413
C -1.963 -4.955 3.872
C -3.477 -4.887 3.995
F -3.890 -5.991 4.712
F -3.903 -3.823 4.696
C -4.297 -5.037 2.673
F -3.744 -5.976 1.896
F -5.525 -5.467 3.015
S -4.572 -3.467 1.661
F -3.700 -4.036 0.464
F -3.291 -2.820 2.270
F -5.482 -2.893 2.804
F -5.850 -4.139 0.981
F -4.830 -2.184 0.810
C 1.538 1.072 3.880
C 1.679 2.120 2.746
C 1.065 3.498 2.990
S -0.707 3.436 3.380
C -1.397 4.230 1.980
S -0.790 5.592 1.352
N -2.515 3.635 1.364
C -3.827 3.687 1.739
C -4.552 2.993 0.816
N -3.680 2.477 -0.129
C -2.482 2.869 0.231
C 2.400 -1.183 1.705
O 2.281 -1.303 0.517
N 3.759 -1.367 2.295
C 4.705 -1.893 1.454
O 5.289 -2.912 1.585
F 4.962 -1.104 0.430
H -1.175 -1.157 1.525
H -0.758 0.522 1.520
H 1.921 -2.558 4.581
H 0.437 -2.018 5.317
H 0.122 -3.561 2.742
H 0.777 -4.439 4.171
H -1.730 -2.799 4.226
H -1.091 -3.821 5.488
H -1.629 -5.836 4.403
H -1.678 -5.100 2.835
H 2.534 0.909 4.284
H 0.871 1.389 4.673
H 2.744 2.301 2.612
H 1.298 1.777 1.785
H 1.141 4.105 2.094
H 1.585 4.036 3.774
H -4.187 4.189 2.615
H -5.611 2.848 0.797
H -1.567 2.619 -0.280
H 3.657 -2.010 3.071
O -1.617 0.129 -1.181
C -2.165 -0.449 -2.065
O -1.583 -0.632 -3.284
C -2.504 -1.255 -4.185
C -3.524 -1.957 -3.298
C -3.561 -1.044 -2.071
H -2.960 -0.478 -4.804
H -1.956 -1.940 -4.829
H -4.489 -2.093 -3.783
H -3.150 -2.942 -3.011
H -4.277 -0.229 -2.180
H -3.751 -1.579 -1.150
O 8.715 -1.547 -3.772
C 7.544 -1.629 -3.536
O 6.595 -1.056 -4.318
C 5.291 -1.231 -3.714
C 5.436 -2.430 -2.791
C 6.892 -2.314 -2.351
H 5.036 -0.318 -3.173
H 4.559 -1.388 -4.502
H 4.724 -2.428 -1.969
H 5.298 -3.353 -3.357
H 7.000 -1.675 -1.473
H 7.351 -3.280 -2.167
O -4.898 5.588 -1.823
C -5.377 4.865 -2.639
O -4.643 4.097 -3.482
C -5.499 3.425 -4.415
C -6.871 3.388 -3.750
C -6.857 4.680 -2.934
H -5.506 3.992 -5.349
H -5.094 2.434 -4.608
H -7.690 3.316 -4.463
H -6.931 2.531 -3.079
H -7.204 5.537 -3.512
H -7.421 4.599 -2.010
O 6.293 5.382 -3.358
C 6.847 4.339 -3.177
O 6.482 3.476 -2.201
C 7.389 2.360 -2.154
C 8.025 2.306 -3.536
C 8.041 3.781 -3.932
H 8.122 2.546 -1.365
H 6.831 1.461 -1.905
H 9.005 1.833 -3.542
H 7.383 1.748 -4.219
H 8.940 4.293 -3.583
H 7.922 3.936 -5.000

Calculated values
HOMO, Eh: -0.209
LUMO energy, eV: 1.518
Electronic energy, hartree: -8967.8608
Total charge: -1

=====

[3]
9 unconnected molecules or ions with the total composition C33H44ClF24NO21P2. Source: OMol25; level of theory: ωB97M-V with the def2-TZVPD basis set.

Cartesian coordinates (Å):
N -7.283 -1.890 0.242
P -7.555 -2.911 -1.124
O -6.454 -4.190 -0.912
O -7.017 -2.182 -2.576
C -6.557 -0.915 -2.487
O -7.168 -0.060 -2.025
O -5.339 -0.556 -3.065
P -4.002 -1.471 -2.580
O -4.318 -3.092 -2.775
Cl -3.794 -1.324 -0.482
H -6.413 -1.362 0.173
H -7.303 -2.462 1.081
H -6.422 -4.311 0.045
H -4.524 -3.262 -3.705
C -1.334 -3.173 5.666
C -0.904 -2.268 4.529
O -2.020 -1.937 3.681
C -2.809 -0.968 4.106
O -2.669 -0.370 5.125
C -3.902 -0.700 3.070
F -4.455 -1.832 2.609
F -3.403 -0.042 2.009
F -4.895 0.040 3.556
H -1.839 -4.059 5.278
H -0.471 -3.485 6.254
H -2.038 -2.666 6.328
H -0.189 -2.785 3.896
H -0.418 -1.364 4.899
C 1.171 -4.022 -1.749
C 2.399 -4.398 -0.947
O 2.232 -4.029 0.432
C 1.526 -4.884 1.156
O 1.044 -5.892 0.749
C 1.447 -4.416 2.607
F 1.158 -3.106 2.702
F 2.603 -4.606 3.255
F 0.508 -5.067 3.296
H 0.943 -2.963 -1.624
H 1.321 -4.230 -2.803
H 0.296 -4.580 -1.409
H 3.270 -3.850 -1.316
H 2.630 -5.461 -1.036
C 6.235 1.498 -3.015
C 6.249 0.858 -1.642
O 5.353 -0.269 -1.603
C 5.860 -1.375 -2.139
O 6.943 -1.452 -2.624
C 4.889 -2.554 -2.024
F 3.640 -2.205 -2.364
F 4.863 -3.025 -0.767
F 5.242 -3.563 -2.817
H 5.225 1.770 -3.309
H 6.860 2.391 -3.033
H 6.608 0.794 -3.760
H 5.900 1.566 -0.892
H 7.257 0.556 -1.356
C -1.581 -0.115 -8.222
C -2.501 -0.552 -7.101
O -1.949 -1.675 -6.392
C -1.027 -1.388 -5.477
O -0.636 -0.297 -5.219
C -0.571 -2.667 -4.773
F -0.335 -3.666 -5.632
F -1.504 -3.112 -3.914
F 0.547 -2.485 -4.073
H -1.359 -0.955 -8.883
H -2.040 0.683 -8.805
H -0.629 0.245 -7.832
H -3.452 -0.885 -7.514
H -2.715 0.268 -6.415
C -1.564 1.962 6.762
C -0.247 1.235 6.916
O 0.855 2.161 6.914
C 1.105 2.777 8.063
O 0.492 2.624 9.070
C 2.326 3.686 7.914
F 2.282 4.411 6.786
F 3.461 2.971 7.875
F 2.437 4.544 8.925
H -1.549 2.589 5.873
H -2.385 1.256 6.683
H -1.753 2.617 7.613
H -0.094 0.571 6.066
H -0.231 0.617 7.815
C -3.970 -8.445 -3.247
C -3.186 -7.148 -3.242
O -1.842 -7.363 -2.781
C -0.984 -7.835 -3.679
O -1.248 -8.091 -4.810
C 0.407 -7.959 -3.057
F 0.372 -8.521 -1.843
F 0.977 -6.752 -2.913
F 1.231 -8.698 -3.798
H -3.939 -8.913 -2.262
H -5.009 -8.263 -3.521
H -3.546 -9.157 -3.955
H -3.643 -6.446 -2.545
H -3.185 -6.676 -4.225
C 2.406 5.559 1.654
C 3.852 5.806 1.285
O 4.263 4.997 0.164
C 3.894 5.471 -1.019
O 3.255 6.460 -1.181
C 4.442 4.605 -2.157
F 4.299 3.281 -1.967
F 5.756 4.815 -2.330
F 3.850 4.883 -3.316
H 2.226 4.498 1.840
H 2.140 6.126 2.546
H 1.740 5.858 0.843
H 4.498 5.529 2.117
H 4.028 6.861 1.075
C 0.521 10.195 -0.585
C 0.941 10.947 0.661
O 0.058 10.657 1.759
C 0.292 9.523 2.406
O 1.158 8.752 2.138
C -0.686 9.376 3.571
F -1.943 9.667 3.214
F -0.364 10.196 4.580
F -0.696 8.138 4.058
H -0.522 10.405 -0.825
H 1.144 10.479 -1.433
H 0.606 9.117 -0.441
H 0.871 12.020 0.484
H 1.975 10.731 0.931

Calculated values
HOMO, Eh: -0.340
Energy above the lowest of the compared OMol25 structures with the same formula, charge and spin, eV: 2.116
LUMO energy, eV: 0.164
Electronic energy, hartree: -6458.5605

=====

[4]
A molecular structure, C33H44ClN6O2SSi3Ti. Source: OMol25; level of theory: ωB97M-V with the def2-TZVPD basis set.

Cartesian coordinates (Å):
Ti 0.074 -1.050 0.069
N 3.227 -4.120 -1.392
C 2.337 -3.309 -0.746
S 0.675 -3.480 -1.133
N 2.911 -2.506 0.135
N 2.047 -1.635 0.724
C 2.354 -1.256 1.899
C 1.445 -0.376 2.637
C 1.705 -0.041 3.955
C 0.791 0.740 4.641
C -0.341 1.178 3.978
C -0.522 0.810 2.657
N 0.345 0.045 1.994
H 2.855 -4.926 -1.858
H 4.145 -4.192 -0.979
H 3.236 -1.652 2.391
H 2.607 -0.406 4.431
H 0.964 1.001 5.678
H -1.082 1.798 4.465
H -1.387 1.137 2.100
Cl -1.615 -3.136 7.038
C -1.275 -2.919 5.343
C -0.111 -3.459 4.799
C 0.171 -3.291 3.459
C -0.687 -2.545 2.633
O -0.413 -2.378 1.365
C -1.876 -2.029 3.196
C -2.879 -1.445 2.311
N -2.576 -0.939 1.188
C -3.578 -0.664 0.248
C -4.839 -0.213 0.529
C -5.801 -0.086 -0.493
C -5.497 -0.460 -1.769
C -4.194 -0.908 -2.088
C -3.850 -1.367 -3.383
C -2.582 -1.781 -3.621
C -1.620 -1.655 -2.593
N -1.889 -1.239 -1.378
C -3.199 -0.935 -1.094
C -2.169 -2.243 4.544
H 0.561 -4.019 5.438
H 1.054 -3.732 3.013
H -3.924 -1.577 2.617
H -5.102 0.042 1.549
H -6.790 0.280 -0.251
H -6.241 -0.417 -2.556
H -4.610 -1.390 -4.156
H -2.267 -2.155 -4.586
H -0.583 -1.879 -2.794
H -3.098 -1.874 4.965
C 1.907 -1.663 -3.739
O 1.369 -0.900 -2.668
Si 2.017 0.574 -2.195
C 2.073 1.600 -3.775
C 3.807 0.240 -1.757
C 0.906 1.103 -0.816
Si -0.525 2.108 -1.496
C -0.186 3.909 -1.970
C -1.280 1.458 -3.105
C -1.952 2.239 -0.270
Si 1.928 2.314 0.217
C 0.957 3.367 1.449
C 3.324 1.604 1.281
C 2.860 3.627 -0.802
H 1.910 -1.086 -4.670
H 1.292 -2.555 -3.871
H 2.925 -1.998 -3.518
H 2.795 1.143 -4.462
H 2.413 2.621 -3.602
H 1.109 1.650 -4.289
H 4.309 -0.104 -2.669
H 3.902 -0.554 -1.011
H 4.349 1.120 -1.407
H 0.420 3.976 -2.877
H 0.273 4.542 -1.212
H -1.169 4.335 -2.207
H -0.675 0.704 -3.612
H -1.395 2.305 -3.791
H -2.278 1.042 -2.938
H -1.681 2.825 0.614
H -2.315 1.265 0.065
H -2.790 2.746 -0.762
H 0.473 2.797 2.249
H 0.207 4.015 0.991
H 1.701 4.020 1.923
H 3.736 0.654 0.941
H 3.027 1.506 2.329
H 4.139 2.337 1.249
H 2.404 3.919 -1.741
H 3.888 3.319 -1.009
H 2.919 4.532 -0.185

Calculated values
HOMO (alpha / beta), Eh: -0.278 / -0.280
Energy above the lowest of the compared OMol25 structures with the same formula, charge and spin, eV: 0.638
LUMO energy (alpha / beta), eV: -0.559 / -0.567
Electronic energy, hartree: -4339.4635
Spin multiplicity: 2

=====

[5]
A molecular structure, C33H44ClNNiO3P2. Source: OMol25; level of theory: ωB97M-V with the def2-TZVPD basis set.

Cartesian coordinates (Å):
Ni -0.338 -0.117 0.594
C -3.687 0.841 2.139
C -3.903 -0.014 0.889
C -4.304 0.849 -0.308
P -2.374 -0.990 0.592
C -2.693 -2.092 -0.856
C -2.382 -1.373 -2.174
C -1.830 -3.350 -0.757
C -2.247 -2.050 2.034
C -3.205 -2.973 2.437
C -2.984 -3.791 3.530
C -1.770 -3.675 4.205
C -0.814 -2.752 3.828
C -1.040 -1.889 2.738
N -0.148 -0.938 2.284
C 0.940 -0.511 3.053
C 0.928 -0.373 4.444
C 2.065 0.047 5.115
C 3.239 0.344 4.432
C 3.249 0.244 3.048
C 2.111 -0.157 2.366
P 1.903 -0.299 0.578
C 2.683 -1.942 0.236
C 1.970 -3.044 1.023
C 2.741 -2.311 -1.246
C 2.986 0.956 -0.217
C 2.672 1.055 -1.715
C 2.793 2.329 0.430
H -4.592 1.412 2.356
H -2.862 1.541 1.991
H -3.457 0.224 3.009
H -4.695 -0.746 1.084
H -3.464 1.449 -0.665
H -5.101 1.535 -0.015
H -4.672 0.251 -1.141
H -3.753 -2.371 -0.827
H -1.333 -1.078 -2.207
H -2.974 -0.472 -2.319
H -2.578 -2.046 -3.012
H -0.771 -3.079 -0.716
H -1.979 -3.968 -1.645
H -2.058 -3.946 0.124
H -4.127 -3.065 1.872
H -3.724 -4.515 3.841
H -1.561 -4.327 5.044
H 0.122 -2.706 4.368
H 0.020 -0.576 4.996
H 2.029 0.154 6.192
H 4.121 0.668 4.967
H 4.147 0.497 2.496
H 3.703 -1.841 0.623
H 0.937 -3.163 0.690
H 1.955 -2.844 2.093
H 2.488 -3.991 0.862
H 1.751 -2.259 -1.707
H 3.100 -3.337 -1.348
H 3.417 -1.672 -1.812
H 4.023 0.628 -0.079
H 1.651 1.402 -1.859
H 2.773 0.109 -2.245
H 3.346 1.775 -2.184
H 1.759 2.663 0.332
H 3.430 3.056 -0.078
H 3.040 2.339 1.490
C 2.155 4.708 -3.319
C 1.422 3.534 -3.900
C 1.850 2.916 -5.062
C 1.167 1.822 -5.574
Cl 1.742 1.058 -7.032
C 0.050 1.329 -4.934
C -0.392 1.935 -3.764
C 0.285 3.033 -3.256
O -0.064 3.704 -2.118
C -1.190 3.287 -1.361
C -0.841 2.145 -0.409
O -0.618 0.999 -0.953
O -0.788 2.348 0.803
H 3.087 4.883 -3.854
H 2.377 4.546 -2.263
H 1.549 5.614 -3.376
H 2.730 3.285 -5.574
H -0.468 0.467 -5.332
H -1.229 1.506 -3.237
H -2.019 3.008 -2.016
H -1.477 4.145 -0.760

Calculated values
HOMO (alpha / beta), Eh: -0.259 / -0.259
Energy above the lowest of the compared OMol25 structures with the same formula, charge and spin, eV: 0.145
LUMO energy (alpha / beta), eV: 0.413 / 0.397
Electronic energy, hartree: -4215.6545